# 1
Entry from OMol25: C27H21IO4PSTi as an isolated structure in a non-equilibrium geometry (the ωB97M-V functional and the def2-TZVPD basis).

Output
2S+1   1
Largest force on an atom   2.396 eV Å⁻¹
Gap between HOMO and LUMO   7.100 eV
E_HOMO   -11.37 eV
ΔE to the lowest compared entry with this formula, charge and spin   54.4 kcal per mole
Total charge   +1

The geometry in XYZ format:
```
56
Properties=species:S:1:pos:R:3:forces:R:3
Ti 0.3554 1.5911 1.9027 -0.36 1.47 -1.86
C -1.6274 2.6492 1.4867 -0.40 0.60 0.22
C -0.6049 3.6220 1.3256 -0.42 0.21 0.20
C 0.0365 3.7916 2.5739 -0.32 0.18 0.07
C -0.5978 2.9455 3.5108 -0.31 0.29 -0.01
C -1.6300 2.2464 2.8466 -0.15 0.48 -0.05
H -2.3816 2.4063 0.7561 0.18 -0.23 -0.12
H -0.4400 4.2278 0.4483 0.16 -0.22 -0.14
H 0.8150 4.5027 2.8020 0.19 -0.17 -0.07
H -0.3679 2.8911 4.5631 0.16 -0.21 -0.04
H -2.3663 1.6144 3.3167 0.21 -0.31 -0.05
O 2.0545 1.5521 2.7401 1.14 0.27 1.07
S 1.8767 0.0282 2.7703 1.31 -1.14 0.18
O 2.5549 -0.6480 3.7996 -0.09 0.05 0.20
O 2.0626 -0.3861 1.3835 0.11 -0.17 0.28
O 0.3279 0.0831 2.9306 -0.46 -1.31 1.34
I 2.1160 2.3612 -0.2020 0.19 0.16 -0.66
C 2.9812 0.6641 -1.1550 -0.12 0.32 0.27
C 4.3086 0.8182 -1.4256 -0.13 0.21 0.14
C 4.9691 -0.1150 -2.2410 0.03 -0.12 -0.09
C 4.2581 -1.1397 -2.7870 0.11 0.07 0.01
C 2.8860 -1.3206 -2.4928 -0.07 0.18 0.15
C 2.1880 -2.3874 -3.0970 -0.09 -0.06 -0.01
C 0.8604 -2.5780 -2.8567 0.09 -0.06 -0.11
C 0.2042 -1.7456 -1.9419 0.09 0.18 0.11
C 0.8456 -0.7163 -1.2865 -0.04 0.00 0.18
P -0.2292 -0.0081 0.0439 -1.06 -0.67 -1.17
C -0.8557 -1.4824 0.9148 0.00 0.07 -0.01
C -2.0711 -1.3857 1.5925 0.13 0.10 0.06
C -2.5205 -2.4365 2.3731 -0.07 0.00 0.05
C -1.7508 -3.5836 2.5010 0.00 -0.03 -0.02
C -0.5392 -3.6819 1.8337 0.02 -0.03 -0.01
C -0.0905 -2.6381 1.0391 -0.02 0.12 0.04
C -1.6248 0.5426 -1.0188 0.08 0.06 0.12
C -2.8188 -0.1567 -1.1613 0.04 -0.03 0.00
C -3.7900 0.2959 -2.0450 -0.03 0.03 -0.03
C -3.5744 1.4414 -2.7938 -0.05 0.01 -0.03
C -2.3859 2.1468 -2.6551 0.03 0.01 0.02
C -1.4196 1.7029 -1.7683 -0.05 -0.03 -0.01
C 2.2042 -0.4284 -1.6042 0.01 -0.13 -0.09
H 4.8504 1.6708 -1.0384 0.01 -0.02 -0.02
H 6.0212 0.0177 -2.4496 0.00 -0.03 -0.02
H 4.7308 -1.8355 -3.4685 0.01 -0.02 0.03
H 2.7325 -3.0459 -3.7620 -0.01 0.01 -0.01
H 0.3166 -3.3798 -3.3368 0.00 0.00 0.00
H -0.8332 -1.9511 -1.7186 -0.05 -0.03 0.00
H -2.6649 -0.4811 1.5121 -0.01 -0.05 0.07
H -3.4701 -2.3596 2.8866 0.01 0.01 0.00
H -2.0948 -4.3997 3.1222 0.00 0.00 -0.01
H 0.0678 -4.5719 1.9341 -0.01 0.00 0.01
H 0.8642 -2.7125 0.5389 0.04 -0.02 0.00
H -2.9948 -1.0584 -0.5891 -0.02 0.03 -0.15
H -4.7149 -0.2557 -2.1506 0.01 0.00 0.00
H -4.3273 1.7849 -3.4908 -0.01 0.00 0.02
H -2.2108 3.0373 -3.2443 0.00 0.00 0.01
H -0.4914 2.2540 -1.6682 -0.01 0.00 -0.06
```
Forces are in eV/Å.

# 2
Entry from OMol25: one molecule with the formula C24H23N5O5 in a non-equilibrium geometry (the ωB97M-V functional and the def2-TZVPD basis).

Output
2S+1   1
Largest force on an atom   6.479 eV Å⁻¹
Gap between HOMO and LUMO   7.056 eV
E_HOMO   -7.97 eV
ΔE to the lowest compared entry with this formula, charge and spin   339.8 kcal per mole
Structure (SMILES)   O=[N+]([O-])C1=CC(=[N+]([O-])[O-])[C@H]([N@+]23CC[C@H](CC2)C[C@@H]3Cc2cccc3ccccc23)c2nonc21
Total charge   0

The geometry in XYZ format:
```
57
Properties=species:S:1:pos:R:3:forces:R:3
O -1.4017 -2.8813 8.6711 -0.66 2.09 -0.87
N -1.8595 -1.7498 8.4026 -0.40 0.28 2.70
O -2.4122 -1.0065 9.2669 1.00 -1.43 -1.27
C -1.8023 -1.2087 7.0975 -1.29 1.39 -0.34
C -2.3763 0.0852 6.8183 2.00 -1.90 -0.51
C -2.5304 0.4782 5.4542 0.17 2.15 1.63
N -2.1396 1.8957 5.3173 1.56 1.06 0.57
O -2.0112 2.7138 6.3014 -1.03 -2.61 -2.66
O -1.7319 2.2203 4.1636 -0.20 0.39 2.61
C -2.1553 -0.3885 4.3058 5.23 3.01 -2.36
N -2.6333 -0.2873 2.9041 -4.31 -1.01 -1.75
C -3.6224 -1.4348 2.8530 -0.59 0.14 -0.62
C -4.5193 -1.3750 1.6376 -0.74 -0.31 0.69
C -3.8963 -0.4169 0.6199 -0.81 -0.24 0.59
C -3.9051 0.9969 1.2300 -0.61 -0.03 -0.72
C -3.3310 1.0351 2.6242 0.01 -0.11 0.61
C -2.4515 -0.8680 0.4867 0.26 -0.40 -0.25
C -1.6268 -0.3465 1.6474 0.24 0.27 1.18
C -0.2963 -1.0671 1.9091 0.41 -0.23 -0.34
C 0.9395 -0.1672 2.0565 -0.28 0.69 0.27
C 0.8433 1.0590 2.7106 0.49 -0.45 -0.37
C 1.9374 1.9694 2.7757 0.76 -0.50 -0.63
C 3.1078 1.6890 2.0775 -1.23 -0.03 0.60
C 3.2782 0.4122 1.4715 -0.60 -0.34 0.16
C 4.5332 0.0773 0.9110 -0.01 0.62 -0.15
C 4.7431 -1.1698 0.3951 0.63 -0.81 -0.45
C 3.7465 -2.1819 0.4588 -1.71 1.37 1.14
C 2.4804 -1.8811 1.0371 1.91 -0.25 -1.08
C 2.2025 -0.5701 1.4947 0.55 0.80 0.44
C -1.8123 -1.7410 4.7029 -0.26 -4.43 -1.90
N -1.8441 -2.9083 3.9075 1.75 1.25 4.25
O -1.5110 -3.9325 4.7881 0.39 1.79 0.04
N -1.2683 -3.5081 6.0926 -1.56 3.73 -1.99
C -1.5455 -2.1079 6.0106 0.57 -3.99 1.12
H -2.3674 0.8675 7.6106 -0.52 -0.89 -0.77
H -1.2740 0.1593 3.6999 0.80 -0.86 3.80
H -4.1719 -1.3840 3.8259 0.33 -0.13 -0.87
H -3.0190 -2.3599 2.8203 -0.88 0.99 -0.13
H -5.5216 -1.1173 2.0156 0.12 0.27 -0.73
H -4.5704 -2.4174 1.2975 -0.19 0.37 -0.46
H -4.4717 -0.4701 -0.3136 0.41 0.18 0.12
H -3.3330 1.6746 0.5976 0.04 -0.01 -0.13
H -4.9036 1.4124 1.2752 -0.37 -0.08 -0.18
H -4.0343 1.2106 3.4702 0.22 -0.21 -0.80
H -2.5525 1.8061 2.6821 -0.88 -0.63 -0.13
H -2.0019 -0.5252 -0.4379 0.23 0.32 -0.13
H -2.3599 -1.9520 0.4459 -0.22 -0.23 0.04
H -1.4415 0.7202 1.4658 0.19 -0.35 0.22
H -0.1383 -1.7427 1.0608 -0.01 0.25 -0.10
H -0.3805 -1.7850 2.7262 0.01 0.27 0.10
H -0.0851 1.3699 3.1937 0.41 -0.08 -0.23
H 1.8590 2.8716 3.3808 -0.13 -0.10 -0.34
H 3.9041 2.4290 2.0004 -0.09 -0.26 0.18
H 5.3044 0.8823 0.8871 -0.56 -0.91 -0.01
H 5.7220 -1.4123 -0.0610 -0.69 0.13 0.33
H 3.9334 -3.1762 0.0951 0.13 -0.16 -0.06
H 1.7498 -2.6794 1.1286 0.06 0.17 -0.05
```
Forces are in eV/Å.

# 3
Entry from OMol25: C27H49F2FeNO2Si2 as an isolated structure in a non-equilibrium geometry (the ωB97M-V functional and the def2-TZVPD basis).

Output
2S+1   5
Largest force on an atom   2.088 eV Å⁻¹
Gap between HOMO and LUMO (alpha / beta)   7.039 / 7.527 eV
<S²>   6.0193
E_HOMO (alpha / beta)   -6.80 / -7.53 eV
Total charge   0

The geometry in XYZ format:
```
84
Properties=species:S:1:pos:R:3:forces:R:3
O -0.1008 1.3406 1.4922 -1.77 0.61 0.63
O -3.4794 3.1039 -2.4118 0.26 -0.82 -0.11
C -1.2468 1.3023 2.4273 0.65 -0.33 -0.82
C -1.0033 2.0801 3.7043 -0.11 -0.08 0.23
H -1.3963 0.2384 2.6554 0.07 0.24 -0.10
H -2.1168 1.6487 1.8495 0.16 -0.12 0.50
H -0.1524 1.7065 4.2841 -0.07 -0.07 -0.28
H -1.8975 1.9542 4.3180 -0.01 0.07 0.11
H -0.8540 3.1499 3.5503 0.04 -0.27 0.10
C -0.0943 2.5165 0.6062 0.92 -0.35 0.18
C -1.1176 3.6032 0.9052 -0.06 -0.07 -0.41
H -0.2043 2.0952 -0.4100 -0.05 0.47 0.34
H 0.9292 2.9249 0.7034 -0.57 -0.21 -0.06
H -2.0809 3.3628 0.4426 0.04 0.14 0.23
H -0.7391 4.4995 0.3974 -0.18 -0.08 0.21
H -1.2441 3.8111 1.9802 0.10 0.09 -0.86
C -2.3842 2.6055 -3.1684 0.08 0.00 -0.29
C -4.4249 2.0620 -2.2316 -0.27 0.06 0.38
C -1.4063 3.7160 -3.4668 0.18 -0.10 -0.12
H -2.7947 2.2093 -4.1217 0.29 0.03 0.33
H -1.8407 1.7690 -2.6630 -0.56 0.39 -0.08
H -1.9032 4.5685 -3.9460 0.15 -0.19 0.15
H -0.6688 3.2905 -4.1535 0.05 0.26 -0.02
H -0.8642 4.0487 -2.5745 -0.22 0.02 -0.09
C -5.7177 2.6538 -1.7219 -0.27 0.07 -0.25
H -4.0501 1.3086 -1.5134 0.10 0.17 -0.24
H -4.6292 1.5412 -3.1884 0.23 0.17 0.26
H -5.5856 3.2929 -0.8419 0.10 -0.22 -0.13
H -6.3983 1.8320 -1.4801 -0.05 0.18 0.05
H -6.1697 3.2568 -2.5184 -0.01 -0.05 0.24
H -1.0337 -1.3686 -2.6676 0.26 0.00 -0.43
Fe 1.3734 -0.0826 1.5519 1.86 0.53 -0.78
C -1.9233 -1.2696 -2.0662 -1.07 0.29 0.51
Si -2.5347 -2.9977 -1.5769 0.55 0.30 -0.36
H -1.6862 -0.5625 -1.2608 -0.04 -0.28 0.09
H -2.7482 -0.7999 -2.6435 0.57 -0.16 0.02
C -4.1006 -2.9250 -0.5335 -0.45 0.26 0.01
C -1.2023 -3.8505 -0.5773 0.34 -0.18 0.28
C -2.6964 -3.8359 -3.2744 -0.12 -0.07 0.03
C 2.8831 1.1654 2.3437 0.06 0.05 0.46
Si 3.9001 1.8867 0.9268 -1.05 -0.93 1.11
H 3.5280 0.6923 3.1140 -0.07 -0.02 -0.51
H 2.3057 1.8872 2.9534 0.13 0.23 -0.37
C 4.4372 3.6513 1.2115 0.26 0.53 0.03
C 2.8352 1.8608 -0.6228 -0.31 0.18 -0.49
C 5.3665 0.7784 0.5954 0.30 -0.03 0.00
H -3.0721 -3.1291 -4.0396 0.05 -0.38 0.39
H -3.3255 -4.7377 -3.2648 0.06 0.28 -0.04
H -1.6975 -4.1621 -3.6042 -0.20 0.16 0.12
H -3.8445 -2.8094 0.5326 -0.01 -0.06 -0.33
H -4.7295 -3.8239 -0.6266 0.24 0.21 0.01
H -4.7344 -2.0577 -0.7998 0.24 -0.37 0.03
H -1.1715 -3.4687 0.4610 0.00 -0.11 -0.41
H -0.2054 -3.6757 -1.0220 -0.35 -0.08 0.15
H -1.3616 -4.9389 -0.5213 0.05 0.27 0.00
H 2.6132 2.8931 -0.9323 0.02 -0.27 -0.19
H 1.8697 1.3250 -0.4992 0.76 0.32 -0.11
H 3.3965 1.3445 -1.4135 -0.23 0.28 0.01
H 6.0780 1.2947 -0.0628 -0.03 -0.17 0.09
H 5.0620 -0.1550 0.1066 -0.02 0.15 0.09
H 5.8771 0.5171 1.5304 0.01 0.07 -0.17
H 5.4415 3.8165 0.8078 -0.05 0.09 0.03
H 4.4545 3.9131 2.2752 0.05 -0.10 -0.14
H 3.7678 4.3624 0.7114 0.07 -0.09 0.08
F 2.8243 -2.0194 -3.4581 0.23 -0.44 0.89
C 2.8173 -2.2289 -2.0940 -0.74 0.93 -0.62
C 2.2738 -1.2045 -1.3057 0.83 -1.09 -0.86
C 2.2182 -1.4071 0.0605 -1.71 0.98 0.62
C 2.5644 -2.6314 0.6337 0.77 -0.91 -1.44
C 3.1270 -3.6165 -0.2249 0.39 0.34 0.84
F 3.6606 -4.7709 0.3038 -0.44 0.46 -0.37
C 3.2791 -3.4367 -1.5901 -0.02 0.01 -0.02
C 2.1574 -2.8621 2.0169 -1.05 0.65 0.81
C 2.1375 -4.1011 2.6496 -0.02 -0.54 0.47
C 1.4639 -4.2587 3.8600 0.10 0.54 -0.19
C 0.8881 -3.1401 4.4768 -0.25 0.44 0.26
C 1.0040 -1.8875 3.8649 0.38 -1.16 -1.14
N 1.5638 -1.7887 2.6228 -0.27 -0.79 1.64
H 1.9132 -0.2963 -1.7995 0.24 -0.45 0.17
H 3.7309 -4.2006 -2.2294 -0.20 0.33 0.32
H 2.6035 -4.9490 2.1564 -0.16 0.18 0.21
H 1.3829 -5.2443 4.3196 0.03 0.28 -0.13
H 0.3093 -3.2233 5.4059 0.45 -0.04 -0.37
H 0.5949 -0.9636 4.3135 0.33 -0.63 -0.37
```
Forces are in eV/Å.